# C5H13N2

A 2-piece molecular cluster, C5H13N2 overall in a non-equilibrium geometry (wB97M-V/def2-TZVPD, OMol25).

XYZ file:
```
20
C5H13N2, DFT wB97M-V/def2-TZVPD
C 0.82350 1.89790 0.92700
C -1.13923 -2.47099 0.78607
C -0.59743 -1.35676 -1.35681
C 1.08496 1.74857 -1.46494
C -1.45819 -1.57304 -0.36220
N 0.64108 1.31233 2.10528
N 0.72449 1.24338 -0.19383
H 0.86580 2.98130 0.82037
H -0.63657 -1.82086 1.62421
H -2.11808 -2.93225 1.14950
H -0.47204 -3.20080 0.41818
H 1.98580 1.38000 -1.72523
H -0.69827 -0.74318 -2.33435
H 0.14370 -2.07017 -1.60984
H 0.20541 1.27739 -2.07473
H 1.05206 2.94830 -1.42241
H -2.41904 -0.93989 -0.30186
H 0.72157 1.77060 3.00754
H 0.73251 0.35650 2.25207
H 0.47443 0.22189 -0.08298
```

Total charge ... +1
E ... -307.512082 a.u.
Relative energy (zero: lowest compared OMol25 entry of this formula, charge and spin) ... 287.6 kJ/mol
Frontier orbital gap ... 9.9050 eV